{
  "formula": "C5H10O2",
  "method": "ωB97M-V/def2-TZVPD",
  "elements": ["C", "C", "O", "C", "C", "C", "O", "H", "H", "H", "H", "H", "H", "H", "H", "H", "H"],
  "xyz": [[2.64, -0.79, -0.28], [1.28, -0.58, 0.35], [0.33, -0.22, -0.69], [-0.77, -0.90, -0.74], [-1.72, 1.37, 1.53], [-1.65, -0.38, -1.82], [-2.44, 0.53, -1.65], [2.97, 0.11, -0.80], [3.37, -1.03, 0.50], [2.61, -1.62, -0.99], [0.88, -1.48, 0.84], [1.27, 0.26, 1.05], [-1.66, 0.29, 1.65], [-2.72, 1.70, 1.82], [-0.99, 1.86, 2.18], [-1.55, 1.63, 0.48], [-1.63, -0.98, -2.75]],
  "nbo_charge": [-0.64, -0.07, -0.46, 0.22, -0.86, 0.28, -0.52, 0.22, 0.23, 0.22, 0.20, 0.20, 0.21, 0.22, 0.20, 0.23, 0.12]
}

{
  "formula": "C9H11N3",
  "method": "ωB97M-V/def2-TZVPD",
  "elements": ["C", "C", "C", "C", "C", "C", "C", "C", "C", "H", "H", "H", "H", "H", "H", "H", "H", "H", "H", "H", "N", "N", "N"],
  "xyz": [[2.09, -1.14, -2.98], [0.31, -0.87, -1.23], [0.23, 0.65, 0.46], [0.98, 1.51, 1.35], [0.36, 2.15, 2.51], [-1.01, 1.94, 2.79], [-1.58, 0.83, 2.10], [-1.03, 0.35, 1.04], [-1.73, -0.80, 0.30], [2.51, -1.17, -1.96], [2.44, -0.08, -3.42], [2.35, -2.06, -3.64], [-0.16, -2.21, -3.19], [1.98, 1.59, 1.00], [1.14, 3.13, 2.66], [-1.82, 2.53, 3.54], [-2.62, 0.44, 2.37], [-2.19, -1.67, 0.95], [-2.27, -0.22, -0.34], [-0.89, -2.48, -0.71], [0.69, -1.30, -2.50], [0.77, 0.35, -0.81], [-0.54, -1.46, -0.29]],
  "nbo_charge": [-0.42, 0.57, 0.13, -0.21, -0.25, -0.23, -0.23, -0.07, -0.23, 0.22, 0.22, 0.21, 0.39, 0.21, 0.23, 0.23, 0.21, 0.22, 0.20, 0.37, -0.61, -0.56, -0.62]
}

{
  "formula": "C16H29BBr21OP",
  "method": "ωB97M-V/def2-TZVPD",
  "elements": ["C", "C", "C", "C", "C", "C", "C", "C", "P", "B", "C", "O", "H", "H", "H", "H", "H", "H", "H", "H", "H", "H", "H", "H", "H", "H", "H", "H", "H", "H", "H", "H", "H", "H", "C", "Br", "Br", "Br", "H", "C", "Br", "Br", "Br", "H", "C", "Br", "Br", "Br", "H", "C", "Br", "Br", "Br", "H", "C", "Br", "Br", "Br", "H", "C", "Br", "Br", "Br", "H", "C", "Br", "Br", "Br", "H"],
  "xyz": [[-4.88, -4.39, -1.26], [-3.41, -4.65, -0.88], [-2.72, -3.51, -0.14], [-2.12, -2.39, -1.01], [-2.97, -1.90, -2.18], [-2.63, -0.44, -2.57], [-3.81, 0.53, -2.49], [-3.39, 1.98, -2.25], [-2.60, 2.31, -0.62], [-3.62, 1.45, 0.72], [-2.94, 0.51, 1.77], [-4.98, 1.76, 0.82], [-4.95, -3.92, -2.24], [-5.35, -3.70, -0.56], [-5.46, -5.31, -1.29], [-3.40, -5.52, -0.22], [-2.85, -4.90, -1.78], [-3.37, -3.07, 0.61], [-1.88, -3.95, 0.41], [-1.13, -2.70, -1.36], [-1.94, -1.53, -0.36], [-2.84, -2.54, -3.04], [-4.03, -1.92, -1.89], [-1.81, -0.09, -1.95], [-2.25, -0.43, -3.60], [-4.37, 0.46, -3.43], [-4.51, 0.23, -1.71], [-4.26, 2.62, -2.29], [-2.70, 2.29, -3.04], [-1.39, 1.61, -0.61], [-2.90, -0.51, 1.38], [-3.47, 0.48, 2.72], [-1.90, 0.80, 1.93], [-5.53, 1.00, 0.59], [1.53, 0.24, -3.84], [0.89, -1.03, -5.14], [0.94, 2.02, -4.23], [1.04, -0.27, -2.06], [2.61, 0.24, -3.90], [0.88, 0.08, 4.06], [1.33, -1.57, 4.93], [0.68, -0.17, 2.16], [-0.67, 0.89, 4.86], [1.71, 0.76, 4.20], [-1.37, 6.49, 0.09], [-0.52, 4.96, 0.87], [-0.19, 8.01, 0.08], [-2.03, 6.12, -1.68], [-2.21, 6.74, 0.70], [4.95, 1.15, 1.94], [4.20, -0.26, 0.87], [4.38, 2.88, 1.34], [4.60, 0.88, 3.81], [6.03, 1.10, 1.82], [6.57, 4.43, 5.51], [7.45, 3.30, 4.23], [5.61, 5.85, 4.66], [5.44, 3.41, 6.69], [7.34, 4.88, 6.12], [5.34, -0.08, -2.58], [7.02, -0.05, -1.65], [5.09, 1.50, -3.65], [5.14, -1.67, -3.64], [4.56, -0.09, -1.83], [4.77, -4.40, 1.40], [3.49, -3.55, 2.56], [4.79, -3.60, -0.35], [6.53, -4.42, 2.18], [4.46, -5.42, 1.28]],
  "nbo_charge": [-0.61, -0.40, -0.39, -0.39, -0.41, -0.41, -0.39, -0.67, 0.23, 0.72, -1.04, -0.93, 0.20, 0.20, 0.21, 0.20, 0.20, 0.19, 0.21, 0.20, 0.20, 0.20, 0.19, 0.21, 0.20, 0.20, 0.18, 0.24, 0.23, -0.01, 0.25, 0.23, 0.24, 0.50, -0.50, 0.09, 0.10, 0.09, 0.22, -0.50, 0.09, 0.09, 0.10, 0.23, -0.50, 0.10, 0.08, 0.09, 0.22, -0.51, 0.09, 0.10, 0.09, 0.23, -0.50, 0.09, 0.10, 0.09, 0.23, -0.51, 0.10, 0.10, 0.09, 0.23, -0.50, 0.10, 0.09, 0.09, 0.22]
}

Values for HOMO-LUMO gap, eV, ordered as above
9.299, 7.531, 7.800
Values for M, g mol⁻¹, ordered as above
102.1, 161.2, 1957.2
Values for HOMO energy, eV, ordered as above
-8.856, -7.587, -8.031